(1)
# C22H21BNO3PPdS

A molecular structure, C22H21BNO3PPdS (ωB97M-V/def2-TZVPD, OMol25).

```
51
Properties=species:S:1:pos:R:3:forces:R:3
Pd -0.53729 1.07490 0.79479 0.058 -0.125 0.016
S 0.55749 4.56451 3.54616 0.003 0.007 0.003
C 1.79159 4.66799 2.33030 0.006 -0.005 0.016
C 2.81552 5.59987 2.19705 0.006 -0.003 0.000
C 3.68759 5.45890 1.13487 -0.004 -0.002 0.003
C 3.54328 4.40695 0.22300 0.004 -0.003 -0.009
C 2.52739 3.48187 0.35396 -0.027 -0.002 -0.002
C 1.63953 3.61625 1.42045 0.000 0.004 0.016
N 0.57583 2.77637 1.70005 -0.031 0.021 0.004
C -0.07034 3.14211 2.76656 -0.002 -0.034 -0.005
C -1.22738 2.38553 3.23686 -0.004 0.009 0.009
C -1.86587 2.73243 4.42626 0.002 0.002 0.001
C -2.94748 1.99689 4.87115 0.010 0.005 -0.002
C -3.37194 0.91303 4.11500 0.000 -0.013 0.002
C -2.73232 0.57057 2.93000 0.009 -0.009 0.009
C -1.64031 1.29209 2.43963 -0.035 0.017 -0.048
H 2.92783 6.40988 2.90535 -0.001 0.002 -0.002
H 4.49314 6.17011 1.00902 0.000 0.000 -0.001
H 4.24412 4.31939 -0.59740 -0.003 0.001 0.001
H 2.39049 2.66095 -0.33587 0.004 -0.013 -0.010
H -1.51206 3.57721 5.00772 -0.004 0.000 0.005
H -3.44765 2.25846 5.79409 -0.003 0.003 -0.001
H -4.21436 0.32053 4.45208 -0.001 0.003 0.001
H -3.09416 -0.29232 2.38984 -0.003 0.016 0.010
O -2.27918 -0.23724 -1.20287 -0.013 -0.055 0.037
B -1.75101 -0.33241 0.12216 -0.016 0.206 -0.146
O -2.17073 -1.56560 0.65528 0.081 -0.025 0.048
C -2.90668 -2.19741 -0.30783 -0.013 0.006 -0.008
C -3.51404 -3.43117 -0.25742 -0.002 -0.004 -0.008
C -4.20582 -3.83783 -1.39895 -0.001 0.001 0.002
C -4.27564 -3.03138 -2.52864 0.000 0.002 0.000
C -3.65625 -1.78127 -2.56631 -0.001 -0.009 -0.005
C -2.97529 -1.39224 -1.43486 -0.037 -0.003 0.020
H -3.45517 -4.04945 0.62777 0.000 0.002 0.001
H -4.70046 -4.80006 -1.40240 0.002 0.000 -0.001
H -4.82478 -3.37622 -3.39476 0.002 0.000 0.000
H -3.71499 -1.14247 -3.43753 0.003 0.004 0.002
C 2.57540 0.48832 -2.90951 -0.013 -0.004 0.006
P 0.91818 0.26554 -2.24211 -0.046 -0.071 -0.028
C -0.20897 0.90391 -3.48279 -0.013 0.011 0.011
C 0.65572 -1.50913 -2.15135 -0.028 0.000 0.025
O 0.79991 0.95982 -0.91895 0.053 0.087 0.071
H 2.68428 -0.01737 -3.86931 -0.004 0.001 0.002
H 3.30203 0.08567 -2.20384 -0.005 0.000 0.001
H 2.76598 1.55357 -3.04182 -0.002 -0.001 0.005
H -0.08449 0.37515 -4.42841 -0.011 0.002 -0.007
H -0.00452 1.96463 -3.62897 -0.003 0.007 -0.007
H -1.22792 0.78427 -3.11537 0.021 -0.010 0.004
H 0.81270 -1.97535 -3.12446 0.005 -0.001 -0.006
H -0.36309 -1.70909 -1.81869 0.060 -0.021 -0.041
H 1.35353 -1.93100 -1.42804 0.000 -0.005 0.007
```
Forces are in eV/Å.

Values from the calculation:
HOMO level ... -7.86 eV
LUMO ... 0.4 eV
Gap between HOMO and LUMO ... 8.208 eV
Spin multiplicity ... 1
Maximum force ... 0.3 eV/Å

(2)
# C28H24Cl3N6O4S3Ti

A molecular structure, C28H24Cl3N6O4S3Ti (ωB97M-V/def2-TZVPD, OMol25).

```
69
Properties=species:S:1:pos:R:3:forces:R:3
Ti -0.43270 2.22590 0.77213 0.374 0.023 -0.249
S -2.08414 0.53481 0.93018 -0.066 -0.048 0.054
C -1.15675 0.91296 2.20449 -0.128 -0.081 0.071
S 1.10851 0.96677 -0.47930 0.102 -0.105 -0.068
C -0.51634 0.99292 3.38013 0.000 -0.108 0.093
C 0.34335 2.08668 3.04143 -0.094 -0.035 -0.053
N 0.85639 2.92730 2.40197 0.061 0.105 -0.016
C -0.56842 0.23433 4.58241 -0.071 0.066 0.012
N -0.62764 -0.41096 5.53082 0.048 -0.015 -0.005
Cl 6.68965 -4.51922 0.27071 -0.023 -0.008 -0.002
C 4.99716 -4.59588 -0.07091 0.060 0.007 0.014
C 4.47752 -3.87648 -1.13330 -0.008 0.011 -0.005
C 3.11811 -3.95023 -1.38454 0.004 -0.020 0.017
C 2.25983 -4.71880 -0.60190 0.024 0.034 0.017
C 0.78633 -4.69071 -0.92831 0.036 0.032 0.007
C -0.06327 -4.04443 0.17916 -0.027 0.035 0.067
N 0.44189 -2.70309 0.47382 0.083 -0.004 0.006
C 1.29673 -2.38190 1.50513 -0.055 0.002 0.019
C 1.64521 -1.08344 1.34145 0.055 0.016 -0.007
N 1.00968 -0.63520 0.20150 -0.052 0.017 -0.010
C 0.29633 -1.63661 -0.30472 -0.009 -0.025 -0.036
O 0.30953 -5.98223 -1.19992 0.115 -0.015 -0.007
C -0.81319 -6.02953 -2.08230 -0.063 -0.073 -0.004
C -0.53314 -5.39281 -3.40761 -0.068 0.108 -0.107
C -0.98484 -4.16312 -3.79591 -0.005 -0.140 0.108
Cl -1.99001 -3.10984 -2.86421 0.022 0.021 -0.053
S -0.45931 -3.70225 -5.35643 0.023 -0.015 -0.028
C 0.40330 -5.17433 -5.52348 -0.006 0.011 -0.030
C 0.27914 -5.96895 -4.43097 -0.023 0.001 0.054
C 2.82365 -5.43192 0.45522 -0.047 0.001 0.043
Cl 1.84843 -6.41151 1.51026 0.003 -0.002 -0.020
C 4.18080 -5.37971 0.72738 -0.012 0.003 -0.032
H 5.12912 -3.27731 -1.75297 -0.002 -0.001 -0.006
H 2.70745 -3.40187 -2.22478 0.001 0.002 -0.010
H 0.68622 -4.05743 -1.82050 -0.002 -0.030 0.051
H -0.02666 -4.62050 1.09913 0.028 -0.024 -0.026
H -1.09983 -3.95901 -0.13754 -0.039 0.011 -0.032
H 1.57264 -3.10486 2.25320 0.011 0.014 0.008
H 2.29186 -0.44293 1.91431 0.004 0.001 -0.006
H -0.30253 -1.59282 -1.19969 -0.011 0.019 0.001
H -1.69078 -5.56906 -1.62049 -0.014 -0.003 0.002
H -1.01621 -7.09211 -2.19964 -0.030 0.013 -0.038
H 0.94051 -5.38237 -6.43447 0.005 0.024 -0.001
H 0.73863 -6.94315 -4.34568 0.006 0.000 0.016
H 4.59288 -5.94480 1.55083 0.003 0.001 0.001
C -3.91796 5.63919 -0.79633 -0.002 -0.014 -0.045
C -3.55549 6.25356 0.54805 0.001 0.023 0.039
C -2.10685 5.97365 1.01904 0.009 -0.031 0.016
C -1.86543 6.62186 2.39543 -0.071 0.006 -0.001
C -0.43643 6.48305 2.89940 0.058 -0.003 0.009
C -1.13801 6.61545 0.01778 -0.023 0.009 -0.032
O -1.13375 7.79178 -0.20275 0.007 -0.003 0.013
N -0.17176 5.78995 -0.59900 0.040 0.015 0.001
C -0.18897 4.44129 -0.51112 -0.026 -0.056 -0.018
O 0.73054 3.67220 -0.82473 -0.112 0.080 0.054
N -1.28796 3.84861 0.04893 -0.017 0.040 0.158
C -1.91728 4.48072 1.10372 0.004 0.017 -0.024
O -2.23398 3.75350 2.03274 -0.102 0.131 0.024
H -4.92510 5.93444 -1.08611 -0.003 0.007 0.017
H -3.89210 4.54828 -0.77194 0.001 0.001 0.006
H -3.24420 5.97734 -1.58735 0.001 0.000 0.004
H -4.22256 5.89256 1.33304 -0.001 -0.013 -0.012
H -3.65519 7.33898 0.51028 0.005 -0.005 -0.018
H -2.56613 6.15919 3.09182 0.020 -0.009 0.005
H -2.13796 7.67376 2.30596 0.015 0.001 -0.004
H -0.12917 5.43761 2.97096 -0.005 -0.009 -0.002
H -0.33783 6.91656 3.89342 -0.020 0.006 -0.001
H 0.27177 7.00499 2.25204 -0.008 -0.002 -0.003
H 0.59669 6.25123 -1.06936 0.013 -0.017 0.004
```
Forces are in eV/Å.

Values from the calculation:
HOMO level ... -11.56 eV
Charge ... +1
LUMO ... -3.9 eV
Gap between HOMO and LUMO ... 7.706 eV
Spin multiplicity ... 1
Maximum force ... 0.4 eV/Å

(3)
# C33H53Cl14INO7P

8 unconnected molecules or ions with the total composition C33H53Cl14INO7P at a distorted geometry (ωB97M-V/def2-TZVPD, OMol25).

```
110
Properties=species:S:1:pos:R:3:forces:R:3
C -0.09554 -2.98947 -0.29735 -0.988 0.619 -0.167
C -0.55098 -2.94782 -1.76238 0.569 0.641 0.790
O -1.08913 -4.18782 -2.14234 0.045 0.478 -0.202
C -1.61110 -4.20173 -3.46507 -0.117 -0.845 0.188
C -3.06612 -4.67740 -3.41895 0.587 -0.483 -0.725
O -4.07001 -3.70534 -3.73617 0.110 -0.186 0.115
C -4.00722 -2.56888 -2.99504 0.067 -0.709 -0.375
C -3.40559 -1.46341 -3.51284 0.435 -0.483 -1.745
C -3.33120 -0.29449 -2.83873 1.408 1.302 -0.711
P -2.52296 1.10431 -3.67860 -1.647 0.739 -0.227
O -3.46667 2.21275 -3.76868 -0.485 0.690 0.316
O -1.16399 1.46777 -2.95407 -0.062 -0.901 -1.031
O -2.15922 0.63410 -5.16912 0.913 -0.740 0.522
C -3.84772 -0.16084 -1.56917 0.599 1.567 0.379
C -3.70579 1.14959 -0.83645 -0.216 0.221 -0.063
C -4.99724 1.71100 -0.20816 0.455 0.392 0.860
N -5.17682 3.15120 -0.43549 -0.104 -0.287 0.091
C -4.45564 -1.25822 -1.05665 -0.787 -0.115 1.666
C -4.54997 -2.43769 -1.75817 -0.881 -1.732 1.087
C -5.28016 -3.57675 -1.10846 0.038 -0.608 0.287
O -4.98901 -4.75327 -1.22405 -0.348 0.649 -0.125
C -6.42101 -3.16941 -0.23164 -0.423 -0.387 0.148
C -7.65964 -4.00606 -0.16649 -0.121 -0.039 -1.497
C -8.23455 -4.09544 -1.61789 -0.304 -0.413 -0.311
C -8.33988 -5.54988 -2.10064 0.117 0.481 0.831
I -8.43985 -5.72597 -4.22112 0.003 -0.058 0.259
C -6.31581 -2.04504 0.44960 0.345 0.753 -0.001
C -5.06900 -1.23677 0.32370 0.038 0.059 0.470
O -4.57894 -0.64840 1.26813 -0.266 -0.372 -0.602
H 0.86838 -2.51520 -0.18817 0.226 -0.228 0.107
H -0.14080 -3.98925 0.12308 0.341 -0.135 -0.137
H -0.79193 -2.38550 0.28728 -0.041 -0.084 0.146
H -1.27188 -2.12620 -1.84441 -0.251 -0.189 -0.297
H 0.30812 -2.64790 -2.37744 -0.031 -0.320 -0.293
H -1.05216 -4.96838 -4.00805 0.075 0.016 -0.071
H -1.45472 -3.27042 -4.00859 -0.120 0.191 0.175
H -3.17196 -5.45234 -4.17495 -0.312 0.089 -0.168
H -3.22060 -5.16200 -2.45934 -0.215 0.284 0.136
H -3.00294 -1.57295 -4.50827 0.148 0.095 -0.109
H -0.43158 1.22243 -3.54657 0.433 0.326 0.438
H -2.97900 0.42526 -5.63037 -0.030 0.188 -0.219
H -3.35336 1.90234 -1.53694 -0.046 -0.064 -0.063
H -2.91402 1.06182 -0.09326 -0.103 -0.120 0.209
H -5.88976 1.15084 -0.49611 0.038 -0.023 -0.309
H -4.90670 1.57782 0.86782 -0.153 -0.133 0.043
H -4.45242 3.53804 -1.02186 -0.171 0.019 -0.245
H -6.08568 3.32959 -0.83219 0.112 0.228 -0.226
H -7.45899 -5.02647 0.15346 0.067 0.072 0.407
H -8.40664 -3.51505 0.44652 0.119 -0.147 0.449
H -7.62636 -3.52168 -2.31507 0.113 0.043 -0.004
H -9.23660 -3.67044 -1.67433 0.041 0.222 0.091
H -7.49056 -6.09355 -1.69779 0.206 -0.243 -0.543
H -9.23174 -5.98667 -1.66008 -0.118 -0.208 -0.285
H -7.12872 -1.71196 1.07865 0.201 0.128 0.362
Cl 1.37756 1.63917 -1.47901 0.132 -0.067 0.082
C 2.65140 2.68093 -2.16402 0.134 0.149 0.007
C 2.09591 3.68868 -3.12935 -0.036 -0.012 -0.016
Cl 1.49407 2.92473 -4.63595 -0.029 -0.111 0.000
H 3.39048 2.04359 -2.63581 -0.040 -0.040 -0.038
H 3.12613 3.19443 -1.32748 -0.071 0.072 -0.007
H 2.87766 4.38336 -3.41963 0.026 -0.021 -0.055
H 1.28305 4.25472 -2.69120 -0.056 -0.159 -0.205
Cl 4.60809 -6.18429 -1.55704 0.051 0.080 -0.037
C 3.63276 -6.66496 -0.14804 -0.011 -0.086 0.083
C 2.41727 -5.79237 0.02977 -0.171 -0.040 -0.005
Cl 2.83125 -4.12639 0.52258 0.362 -0.216 0.089
H 4.27413 -6.63798 0.72922 0.028 0.077 -0.025
H 3.32158 -7.69489 -0.31579 -0.059 0.028 -0.024
H 1.78441 -6.20241 0.81543 0.044 0.001 0.031
H 1.83204 -5.73335 -0.88552 0.037 0.062 -0.016
Cl 7.17678 3.33380 0.96503 -0.011 0.019 -0.021
C 6.05886 2.50370 2.08408 0.014 0.089 0.032
C 4.65726 2.43751 1.53942 -0.040 -0.179 0.039
Cl 3.87981 4.04466 1.48233 -0.022 0.002 -0.099
H 6.08716 3.02046 3.04101 0.002 0.043 -0.356
H 6.44512 1.49529 2.22723 -0.034 -0.016 -0.051
H 4.04031 1.81306 2.18421 0.023 0.057 0.073
H 4.63991 2.01588 0.53777 -0.008 0.138 -0.027
Cl 6.19116 2.21072 5.29721 0.049 -0.090 0.333
C 5.22393 3.08269 6.51927 -0.058 -0.008 0.082
C 3.79308 2.61534 6.53400 -0.091 -0.144 -0.010
Cl 2.91948 3.08764 5.05168 0.026 -0.029 -0.050
H 5.29733 4.14630 6.31022 0.003 -0.019 -0.080
H 5.68627 2.89452 7.48367 -0.011 -0.056 0.005
H 3.26730 3.06692 7.36865 0.013 0.049 -0.012
H 3.72716 1.53419 6.63323 0.045 -0.008 -0.112
Cl 4.53583 0.10808 -1.29565 0.244 -0.173 0.108
C 4.16137 -0.97653 -2.65811 -0.190 0.034 -0.187
C 4.60030 -2.39006 -2.39259 -0.043 -0.132 0.029
Cl 6.37723 -2.53445 -2.36524 0.000 -0.033 0.024
H 4.63717 -0.57350 -3.54913 0.077 0.027 0.054
H 3.08085 -0.94187 -2.80039 -0.013 -0.020 0.080
H 4.23850 -3.04165 -3.18668 0.016 0.029 -0.033
H 4.21537 -2.75961 -1.44460 0.083 0.031 -0.019
Cl 3.97690 6.73270 -2.65532 0.045 0.009 0.001
C 2.79695 7.84010 -1.90886 -0.091 0.101 -0.013
C 2.22033 7.29053 -0.62964 0.000 0.063 0.177
Cl 1.14461 5.88805 -0.88992 0.066 0.247 0.200
H 2.01987 8.04734 -2.64041 0.000 -0.087 -0.019
H 3.32844 8.76686 -1.69947 0.016 -0.026 0.057
H 1.61699 8.05609 -0.14453 -0.014 0.020 -0.054
H 3.00480 6.98411 0.05858 0.004 -0.090 -0.050
Cl 7.35279 4.15461 9.25636 0.017 0.016 -0.011
C 6.34564 5.01756 10.44555 -0.004 0.078 0.093
C 4.91327 4.54510 10.44532 -0.029 -0.017 0.128
Cl 4.03934 5.00069 8.95495 0.073 0.140 0.171
H 6.41267 6.08098 10.23048 -0.018 -0.017 -0.075
H 6.78872 4.83541 11.42316 -0.042 -0.049 0.008
H 4.37866 5.00575 11.27417 0.018 0.049 -0.019
H 4.84807 3.46522 10.55407 0.032 -0.006 -0.081
```
Forces are in eV/Å.

Values from the calculation:
HOMO level ... -8.64 eV
LUMO ... -0.8 eV
SMILES ... CCOCCOc1cc(P(=O)(O)O)c(CCN)c2c1C(=O)C(CCCI)=CC2=O.ClCCCl.ClCCCl.ClCCCl.ClCCCl.ClCCCl.ClCCCl.ClCCCl
Gap between HOMO and LUMO ... 7.811 eV
Spin multiplicity ... 1
Maximum force ... 2.2 eV/Å

(4)
# C4H7N3

A single C4H7N3 molecule (ωB97M-V/def2-TZVPD, OMol25).

```
14
Properties=species:S:1:pos:R:3:forces:R:3
C 2.32793 0.27569 0.22544 0.170 -0.016 0.152
N 1.28895 0.15183 -0.77890 -0.121 0.166 -0.099
C -0.02553 0.04981 -0.34084 0.086 0.000 0.088
N -1.01763 0.35492 -1.17647 0.021 0.009 0.367
N -2.15135 0.14795 -0.52501 0.052 -0.145 -0.191
C -1.87787 -0.47555 0.72717 0.001 0.238 0.110
C -0.43393 -0.37993 0.97312 -0.214 -0.036 -0.383
H 2.22537 -0.53794 0.94613 0.041 0.115 -0.106
H 3.30125 0.19322 -0.26543 -0.123 0.010 0.077
H 2.29211 1.22314 0.78632 -0.033 -0.143 -0.097
H 1.38946 0.78290 -1.56263 -0.021 -0.094 0.078
H -3.00645 0.15467 -1.05811 0.066 -0.081 0.079
H -2.64333 -0.36798 1.49484 0.207 -0.008 -0.077
H -1.66897 -1.57273 0.55435 -0.132 -0.014 0.004
```
Forces are in eV/Å.

Values from the calculation:
HOMO level ... -8.02 eV
LUMO ... 0.1 eV
Gap between HOMO and LUMO ... 8.088 eV
Spin multiplicity ... 1
Maximum force ... 0.4 eV/Å

> Among the records above, which one has the highest gap between HOMO and LUMO?

C22H21BNO3PPdS